No. 1
ORCA calculation (ωB97M-V/def2-TZVPD) on one molecule with the formula C5H12O.

Calculated values
LUMO in eV: 0.98
SMILES: CC[C@@H](C)CO
Relative energy (zero: lowest compared OMol25 entry of this formula, charge and spin) in kcal per mole: 58.99
HOMO level in eV: -9.6

```
! wB97M-V def2-TZVPD RIJCOSX def2/J DEFGRID3
* xyz 0 1
C 1.64 -1.21 0.53
C -0.20 -1.09 0.14
C -0.89 0.15 -0.47
C -1.71 0.97 0.54
C 0.24 1.03 -1.07
O 1.20 1.27 -0.10
H 2.57 -0.57 0.64
H 1.93 -1.86 -0.29
H 1.59 -1.73 1.48
H -0.28 -1.95 -0.54
H -0.58 -1.33 1.13
H -1.52 -0.12 -1.34
H -1.10 1.18 1.42
H -1.99 1.94 0.11
H -2.64 0.49 0.87
H -0.24 1.96 -1.41
H 0.67 0.51 -1.95
H 1.31 0.35 0.29
*
```

=====

No. 2
ORCA calculation (ωB97M-V/def2-TZVPD) on C84H183N9O9 as an isolated structure.

Calculated values
LUMO in eV: -8.46
Relative energy (zero: lowest compared OMol25 entry of this formula, charge and spin) in kcal per mole: 69.63
HOMO level in eV: -11.6

```
! wB97M-V def2-TZVPD RIJCOSX def2/J DEFGRID3
* xyz 6 1
C -4.10 3.28 9.45
C -4.02 3.96 10.81
C -4.05 5.46 10.80
N -2.72 6.32 10.56
C -1.94 5.87 11.86
C -0.68 6.73 12.00
C -0.92 8.23 12.07
C -1.77 8.75 10.87
C -3.03 7.81 10.59
C -1.93 5.79 9.33
H -3.12 3.09 9.02
H -4.66 3.87 8.72
H -4.38 2.23 9.51
H -3.14 3.64 11.38
H -4.76 3.54 11.49
H -4.50 5.86 11.71
H -4.67 5.76 9.95
H -2.62 5.98 12.70
H -1.58 4.84 11.79
H -0.15 6.45 12.91
H 0.05 6.59 11.21
H -1.33 8.54 13.03
H 0.09 8.64 12.16
H -2.09 9.78 11.02
H -1.08 8.84 10.03
H -3.65 7.85 11.49
H -3.55 8.14 9.69
H -2.59 5.95 8.48
H -1.62 4.75 9.44
H -1.02 6.37 9.39
C -6.19 -8.89 -10.45
C -4.83 -8.20 -10.49
C -4.06 -7.88 -9.16
N -2.80 -6.92 -9.30
C -3.14 -5.52 -9.82
C -4.07 -4.77 -8.83
C -3.39 -4.59 -7.47
C -3.04 -5.94 -6.90
C -2.17 -6.79 -7.89
C -1.84 -7.52 -10.24
H -6.07 -9.94 -10.17
H -6.58 -8.81 -11.47
H -6.93 -8.42 -9.81
H -4.94 -7.22 -10.96
H -4.13 -8.85 -11.01
H -3.60 -8.78 -8.75
H -4.75 -7.31 -8.54
H -3.54 -5.58 -10.83
H -2.19 -4.99 -9.80
H -5.03 -5.25 -8.63
H -4.27 -3.74 -9.14
H -3.99 -3.86 -6.93
H -2.50 -3.96 -7.50
H -3.97 -6.49 -6.78
H -2.51 -5.97 -5.95
H -1.95 -7.77 -7.45
H -1.18 -6.34 -7.98
H -1.06 -6.80 -10.49
H -2.41 -7.58 -11.16
H -1.40 -8.51 -10.10
C 2.51 -12.82 2.31
C 1.11 -12.68 1.71
C 0.15 -12.30 2.78
N -1.28 -11.75 2.26
C -2.15 -11.32 3.47
C -1.52 -10.05 4.15
C -1.22 -8.84 3.18
C -0.38 -9.39 2.04
C -1.07 -10.60 1.27
C -2.04 -12.85 1.47
H 2.88 -12.04 2.98
H 3.24 -13.08 1.55
H 2.62 -13.66 3.00
H 0.84 -13.62 1.23
H 1.17 -11.99 0.87
H 0.58 -11.56 3.46
H -0.16 -13.13 3.41
H -2.16 -12.14 4.19
H -3.11 -11.18 2.97
H -0.60 -10.29 4.67
H -2.22 -9.63 4.87
H -0.63 -8.06 3.65
H -2.08 -8.35 2.72
H 0.60 -9.71 2.41
H -0.10 -8.59 1.35
H -0.52 -10.94 0.39
H -2.07 -10.34 0.93
H -3.03 -12.58 1.10
H -2.22 -13.75 2.05
H -1.48 -13.17 0.59
C 1.02 5.86 -8.21
C 0.88 4.39 -8.21
C 1.71 3.66 -9.32
N 2.04 2.14 -9.27
C 2.71 1.64 -10.57
C 1.74 1.73 -11.83
C 0.23 1.33 -11.70
C -0.28 1.68 -10.19
C 0.70 1.34 -9.06
C 2.93 1.80 -8.11
H 1.97 6.10 -7.74
H 0.14 6.16 -7.63
H 0.81 6.22 -9.22
H -0.17 4.10 -8.22
H 1.36 3.96 -7.33
H 2.65 4.20 -9.24
H 1.42 3.88 -10.35
H 3.65 2.19 -10.60
H 2.97 0.59 -10.45
H 1.80 2.79 -12.06
H 2.34 1.27 -12.61
H -0.44 1.80 -12.41
H 0.13 0.25 -11.76
H -0.76 2.65 -10.26
H -1.10 0.96 -10.13
H 0.18 1.50 -8.12
H 0.89 0.27 -9.18
H 2.39 2.08 -7.20
H 3.85 2.32 -8.37
H 3.03 0.71 -8.14
C -15.61 2.71 0.93
C -14.19 2.89 0.57
C -13.18 2.08 1.30
N -11.76 2.46 0.83
C -10.72 1.54 1.49
C -10.48 1.66 2.99
C -10.10 3.09 3.37
C -10.96 4.16 2.66
C -11.39 3.96 1.09
C -11.62 2.12 -0.73
H -15.85 3.49 1.66
H -15.90 1.71 1.26
H -16.27 2.78 0.07
H -14.10 3.95 0.77
H -14.05 2.82 -0.51
H -13.35 1.02 1.13
H -13.25 2.28 2.37
H -11.18 0.55 1.49
H -9.71 1.60 1.07
H -11.40 1.27 3.42
H -9.74 0.91 3.27
H -10.03 3.17 4.45
H -9.11 3.14 2.90
H -11.92 4.02 3.17
H -10.69 5.20 2.82
H -12.24 4.58 0.83
H -10.57 4.20 0.42
H -12.16 2.67 -1.50
H -11.89 1.07 -0.86
H -10.56 2.11 -0.99
C 5.97 9.64 9.12
C 5.87 8.85 7.85
C 5.87 9.84 6.65
N 5.42 9.14 5.26
C 5.31 10.27 4.16
C 5.08 9.80 2.70
C 5.97 8.60 2.46
C 5.99 7.48 3.49
C 6.43 8.04 4.87
C 3.98 8.55 5.57
H 5.91 8.94 9.96
H 5.24 10.43 9.27
H 6.85 10.27 9.25
H 4.88 8.44 8.00
H 6.59 8.06 7.66
H 6.81 10.37 6.54
H 5.03 10.54 6.70
H 6.28 10.76 4.14
H 4.45 10.89 4.45
H 5.23 10.52 1.89
H 4.08 9.39 2.57
H 6.96 9.01 2.28
H 5.69 8.09 1.54
H 6.56 6.70 2.98
H 5.01 7.04 3.68
H 7.27 8.72 4.72
H 6.57 7.20 5.55
H 3.40 9.22 6.21
H 3.95 7.54 5.96
H 3.53 8.47 4.58
C 10.40 -6.22 -9.74
C 10.85 -5.95 -8.29
C 10.46 -4.52 -7.88
N 10.67 -4.07 -6.42
C 10.25 -2.53 -6.20
C 8.78 -2.20 -6.34
C 7.89 -3.21 -5.53
C 8.30 -4.69 -5.70
C 9.84 -4.86 -5.43
C 12.09 -4.27 -5.90
H 9.34 -6.13 -9.96
H 10.54 -7.29 -9.94
H 10.97 -5.46 -10.28
H 11.92 -6.13 -8.16
H 10.31 -6.64 -7.64
H 9.45 -4.17 -8.08
H 10.94 -3.79 -8.53
H 10.90 -1.84 -6.74
H 10.59 -2.42 -5.17
H 8.46 -2.36 -7.37
H 8.53 -1.18 -6.06
H 6.82 -3.07 -5.72
H 7.87 -2.96 -4.47
H 8.01 -4.97 -6.71
H 7.73 -5.32 -5.03
H 10.23 -5.88 -5.34
H 10.07 -4.48 -4.43
H 12.28 -3.85 -4.91
H 12.57 -3.60 -6.61
H 12.44 -5.30 -6.01
C 2.33 -1.81 5.51
C 3.64 -1.64 4.69
C 4.92 -2.11 5.40
N 6.23 -1.84 4.53
C 7.50 -2.71 5.04
C 8.05 -2.19 6.35
C 8.45 -0.71 6.33
C 7.20 0.13 5.94
C 6.58 -0.34 4.63
C 5.93 -2.19 3.03
H 2.49 -1.90 6.58
H 1.82 -2.74 5.26
H 1.59 -1.02 5.36
H 3.78 -0.60 4.38
H 3.44 -2.17 3.76
H 4.95 -3.19 5.57
H 4.97 -1.70 6.41
H 7.12 -3.72 4.91
H 8.20 -2.63 4.21
H 7.46 -2.31 7.26
H 8.98 -2.73 6.51
H 8.86 -0.40 7.29
H 9.17 -0.50 5.54
H 6.50 0.06 6.77
H 7.46 1.18 5.76
H 5.75 0.32 4.36
H 7.47 -0.25 4.02
H 5.04 -1.75 2.58
H 5.86 -3.27 2.93
H 6.80 -1.85 2.46
C 0.29 -1.46 -1.49
C -0.71 -0.28 -1.46
C -0.71 0.55 -0.12
N -1.43 1.95 -0.13
C -0.78 2.90 -1.21
C -1.18 4.38 -1.09
C -0.97 4.96 0.31
C -1.57 4.05 1.36
C -1.23 2.50 1.32
C -2.97 1.79 -0.32
H 0.25 -1.96 -2.46
H 0.02 -2.12 -0.66
H 1.30 -1.07 -1.36
H -1.74 -0.54 -1.68
H -0.54 0.36 -2.32
H 0.31 0.71 0.22
H -1.22 -0.03 0.64
H 0.30 2.74 -1.16
H -1.09 2.50 -2.18
H -0.49 5.00 -1.67
H -2.20 4.55 -1.42
H 0.09 5.08 0.51
H -1.41 5.96 0.33
H -1.17 4.37 2.33
H -2.61 4.08 1.70
H -0.24 2.23 1.69
H -2.00 1.99 1.89
H -3.55 2.70 -0.22
H -3.45 1.08 0.35
H -2.93 1.44 -1.36
O -4.59 -1.64 4.08
C -5.17 -2.67 3.48
O -5.80 -3.40 4.25
O -4.87 -2.92 2.32
H -4.93 -1.94 4.92
O -6.91 10.06 6.35
C -6.84 8.73 6.14
O -6.29 8.27 5.14
O -7.60 8.17 7.00
H -7.55 9.66 6.94
O -5.89 3.87 -5.34
C -5.47 2.55 -5.49
O -6.18 1.69 -5.07
O -4.35 2.38 -5.95
H -6.60 3.81 -4.70
*
```

=====

no.,gap between HOMO and LUMO (eV)
1,10.59
2,3.11